Here is a structure of composition C52H70BCl2N8O2P2S3Ti from OMol25. Energies are from wB97M-V/def2-TZVPD.

The geometry in ORCA input format:
```
! wB97M-V def2-TZVPD RIJCOSX def2/J DEFGRID3
* xyz 1 1
Ti -0.42453 0.09227 -1.70157
C 0.63075 3.56286 2.48716
C 0.34031 2.11989 2.70645
C 0.47632 1.49407 3.91134
C 0.19571 0.10726 4.04095
N -0.22666 -0.59086 3.03029
N -0.36840 0.01219 1.83609
B -1.11737 -0.84892 0.76629
N -2.61732 -0.58763 0.95788
N -3.00860 -1.08800 2.15069
C -4.25707 -0.99477 2.48935
C -5.20371 -0.35208 1.64427
C -4.81417 0.18432 0.45859
C -5.75845 0.86847 -0.46426
C -3.42510 0.03378 0.09666
S -2.91274 0.57817 -1.40379
C -4.69640 -1.60562 3.80687
C -5.40643 -0.53893 4.65032
C -5.66535 -2.75239 3.49897
C -3.49690 -2.13321 4.58332
N -0.63218 -2.25429 0.74324
N 0.55595 -2.44934 1.36961
C 1.10396 -3.61678 1.33661
C 0.46230 -4.72646 0.70145
C -0.68992 -4.53502 -0.00010
C -1.38215 -5.61201 -0.76256
C -1.22376 -3.18247 -0.06978
S -2.40026 -2.72003 -1.15461
C 2.45044 -3.78094 2.01653
C 2.25208 -4.58991 3.30368
C 3.05213 -2.41536 2.33772
C 3.41388 -4.53681 1.09110
C -0.10077 1.30484 1.60705
S -0.29943 1.97770 0.05629
C 0.40043 -0.59898 5.36826
C 0.13764 -2.09861 5.23169
C 1.85504 -0.39603 5.81557
C -0.54595 0.01194 6.40726
H 1.02360 4.01548 3.39513
H -0.27073 4.09554 2.18613
H 1.35407 3.69149 1.68116
H 0.81044 2.04564 4.77739
H -6.23444 -0.28727 1.95535
H -6.74091 0.95137 -0.00476
H -5.84536 0.31360 -1.39854
H -5.39648 1.86347 -0.72102
H -6.31441 -0.17125 4.17742
H -4.75343 0.31241 4.84090
H -5.69159 -0.96632 5.61086
H -6.57092 -2.39707 3.01094
H -5.96081 -3.24176 4.42629
H -5.20027 -3.49651 2.85359
H -2.78880 -1.33009 4.78087
H -2.96909 -2.91013 4.03660
H -3.83194 -2.54268 5.53588
H 0.91811 -5.70538 0.75282
H -0.89647 -6.57096 -0.59572
H -1.37427 -5.37945 -1.82907
H -2.42956 -5.67828 -0.47326
H 1.52158 -4.12314 3.96840
H 3.19866 -4.67649 3.83536
H 1.90350 -5.59788 3.08419
H 2.37068 -1.80492 2.92366
H 3.28283 -1.86632 1.42543
H 3.97741 -2.54760 2.89817
H 3.13830 -5.58147 0.96262
H 4.41611 -4.52114 1.51881
H 3.46864 -4.07062 0.10595
H 0.85492 -2.55084 4.54577
H -0.85609 -2.31309 4.85003
H 0.24926 -2.57256 6.20572
H 2.55045 -0.81397 5.08863
H 2.01508 -0.90309 6.76551
H 2.10380 0.65266 5.96165
H -1.58714 -0.12188 6.12021
H -0.36583 1.07616 6.55071
H -0.39852 -0.47806 7.36960
Cl 1.38276 -5.58784 -5.73932
C 0.76865 -4.14553 -5.00366
C -0.07711 -3.31024 -5.75219
C -0.57365 -2.16240 -5.18068
Cl -1.65786 -1.16483 -6.07675
C -0.24700 -1.80726 -3.85803
O -0.70242 -0.71108 -3.35200
C 0.60927 -2.65500 -3.11162
C 1.03048 -2.35244 -1.79170
O 0.70684 -1.32896 -1.17123
C 1.10887 -3.83892 -3.71388
H -0.34589 -3.57170 -6.76373
H 1.66516 -3.05812 -1.24821
H 1.76296 -4.48844 -3.15245
C 2.97587 1.01161 -0.08059
P 2.20774 1.11290 -1.73044
C 2.12350 2.92711 -2.00612
N 3.07099 3.66738 -1.50402
C 3.04852 4.99714 -1.77137
C 4.05338 5.83674 -1.24082
C 4.05510 7.16466 -1.55763
C 3.06243 7.70690 -2.40919
C 2.07673 6.91557 -2.92328
C 2.05073 5.53943 -2.60395
N 1.04640 4.76050 -3.07744
C 1.04443 3.49600 -2.76277
P -0.42166 2.47334 -3.25006
C -0.05436 2.03985 -4.98166
C -1.86302 3.63287 -3.42146
C -3.01049 2.77946 -3.99009
C -1.68574 4.80729 -4.38877
C -2.22247 4.16334 -2.03210
C 3.58929 0.52406 -2.85339
C 3.15997 0.69499 -4.30643
C 3.82587 -0.97099 -2.60805
C 4.90736 1.26810 -2.62017
H 3.81034 1.71037 -0.02407
H 3.33221 -0.00136 0.10157
H 2.25072 1.26544 0.69032
H 4.80540 5.39827 -0.60349
H 4.82356 7.81326 -1.16178
H 3.09209 8.75966 -2.64814
H 1.30516 7.30742 -3.56798
H 0.33456 2.90675 -5.52199
H -0.96717 1.68878 -5.46181
H 0.66575 1.23198 -5.03077
H -2.94122 2.71164 -5.07484
H -3.95453 3.27086 -3.75525
H -3.06363 1.76595 -3.59377
H -1.30122 4.49540 -5.35788
H -1.03467 5.57571 -3.99320
H -2.67315 5.23890 -4.55834
H -2.55645 3.36722 -1.36492
H -3.03203 4.88840 -2.13454
H -1.37876 4.67638 -1.56801
H 2.24775 0.13371 -4.51229
H 3.94110 0.29658 -4.95595
H 3.00641 1.73962 -4.57870
H 3.03016 -1.57995 -3.04520
H 3.92178 -1.22670 -1.55265
H 4.76097 -1.25206 -3.09425
H 4.81472 2.34417 -2.70507
H 5.62287 0.92894 -3.36999
H 5.33197 1.03925 -1.64605
*
```

Calculated values
Gap between HOMO and LUMO (alpha / beta) in Ha: 0.2195 / 0.2236
M in u: 1126.92

Atom charges from the Löwdin analysis, given in e for atoms 1 to 2:
1 Ti 0.4856
2 C -0.0552

---

Here is the molecule C4H9N from OMol25. Energies are from wB97M-V/def2-TZVPD.

The geometry in ORCA input format:
```
! wB97M-V def2-TZVPD RIJCOSX def2/J DEFGRID3
* xyz 0 1
C 1.66582 1.72992 -1.10261
C 0.91742 1.06851 -0.14787
N -0.12285 0.21363 -0.38053
C -1.07754 -0.13490 0.65135
C -1.01982 -1.55638 0.50211
H 1.50000 1.79799 -2.13582
H 2.70837 1.93237 -0.77142
H 1.28679 1.02722 0.92044
H 0.19809 -0.46676 -1.02887
H -0.79728 0.41477 1.55859
H -2.15184 0.21320 0.59726
H -1.81850 -1.93254 -0.04468
H -0.17226 -2.01229 -0.00722
H -1.11640 -2.29473 1.38928
*
```

Calculated values
Structure (SMILES): C=CNCC
Gap between HOMO and LUMO in Ha: 0.3371
M in u: 71.12

Atom charges from the Löwdin analysis, given in e for atoms 1 to 2:
1 C -0.0073
2 C -0.2539

---

Here is the ion C7H16NS2 with charge +1 from OMol25. Energies are from wB97M-V/def2-TZVPD.

The geometry in ORCA input format:
```
! wB97M-V def2-TZVPD RIJCOSX def2/J DEFGRID3
* xyz 1 1
C 0.70663 -1.51612 0.00408
C 1.79584 -0.42824 0.06915
C -0.43806 0.65305 0.65012
C 2.76183 -0.49486 -1.05037
C -3.20984 -1.09184 -0.76401
C 1.48540 1.94035 1.14239
C -3.01016 0.28772 -0.06981
N 1.04008 0.88137 0.20666
S -0.41926 -1.13454 1.34029
S -1.52021 0.99490 -0.74318
H 0.22063 -1.56170 -0.88507
H 1.17457 -2.57508 -0.01711
H 2.12973 -0.39503 1.12005
H -0.85655 1.10753 1.56377
H 3.26510 0.46227 -1.16521
H 2.21285 -0.79711 -1.92051
H 3.67008 -1.02300 -0.91712
H -3.45352 -0.92208 -1.87775
H -2.38236 -1.67765 -0.60312
H -4.10637 -1.72466 -0.54383
H 1.82528 1.57624 2.15036
H 2.45196 2.37654 0.87597
H 0.82735 2.76087 1.44809
H -3.10402 0.14095 0.95493
H -3.91893 0.96660 -0.26360
H 0.85195 1.19353 -0.70517
*
```

Calculated values
Structure (SMILES): CCS[C@H]1SC[C@@H](C)[N@@H+]1C
Gap between HOMO and LUMO in Ha: 0.3726
M in u: 178.35

Atom charges from the Löwdin analysis, given in e for atoms 1 to 2:
1 C -0.4397
2 C -0.3557

---

What did we get for electronic energy? Answer: -170996.668, -5781.517, -30670.371 eV, in the order shown.
What did we get for F_max? Answer: 3.03, 6.78, 4.34 eV/Å, in the order shown.
What did we get for energy relative to the best compared isomer or geometry (same formula, charge and spin)? Answer: 0.4652, 2.2948, 2.3841 eV, in the order shown.